ORCA calculation (ωB97M-V/def2-TZVPD) on a single C4H4S molecule.

Geometry as XYZ:
```
9
Properties=species:S:1:pos:R:3:forces:R:3
C 0.0643 1.0769 -0.1139 -0.4132 0.3556 -1.1721
C 0.0662 -1.0344 -0.1223 -0.3660 -1.4860 -2.5528
C 1.1216 0.0452 0.0109 1.4896 -1.6446 -0.9558
C -0.7955 0.0185 -0.8358 0.7742 0.2138 1.2605
S 2.7336 -0.0221 -0.0925 -0.5085 0.2596 0.1071
H -0.1226 1.0156 0.9474 -1.1492 0.6607 0.7215
H 0.1746 2.1012 -0.5155 0.1240 -0.6132 0.4554
H 0.1413 -2.0551 -0.6861 0.7741 1.9917 0.3033
H -0.3818 -1.4946 0.7122 -0.7250 0.2625 1.8330
```
Positions in Å, forces in eV/Å.

Output
HOMO, eV: -8.861
HOMO-LUMO gap, Eh: 0.2927
Energy relative to the best compared isomer or geometry (same formula, charge and spin), kcal per mole: 121.79

=====

ORCA calculation (ωB97M-V/def2-TZVPD) on a molecular structure, C37H37ClN8O4SiSr.

Geometry as XYZ:
```
89
Properties=species:S:1:pos:R:3:forces:R:3
Sr 1.7772 -0.4997 -0.4623 0.2545 1.1440 1.1860
C 1.7227 2.0556 4.3908 -0.0985 -1.0693 -1.6056
C 1.9816 0.9841 3.3746 -2.0475 -0.5057 -1.7577
N 2.3828 1.1196 2.0474 -0.1951 2.8089 4.0271
C 2.6496 2.5134 1.7547 0.1056 -2.8491 -5.4156
C 1.9718 3.5761 2.2600 0.7298 0.2201 8.7868
C 1.7964 3.3289 3.9109 -4.0651 2.4810 -1.3052
C 2.1229 4.8898 1.9869 1.1396 2.1292 -5.6334
C 2.7030 5.2258 0.6481 -0.7903 1.8091 3.7328
C 3.1500 4.2731 -0.1738 0.0338 -4.2345 -2.5524
C 3.4797 4.4389 -1.5740 0.4340 0.8800 -2.7653
C 3.8055 3.3270 -2.5192 -1.3684 -0.6038 5.5821
C 3.4937 2.0987 -1.8736 0.3944 0.9337 -1.0057
N 3.0947 1.8527 -0.5661 0.2287 -0.5362 -2.4174
C 2.9950 2.8310 0.2681 0.2665 1.4058 2.1027
H 1.2439 1.5444 5.2951 0.9933 1.7145 -0.8435
H 1.1795 0.1429 3.6077 2.5065 0.8932 -0.6585
H 1.1298 4.3768 4.4217 2.5259 -3.3899 -1.0791
H 1.6295 5.7795 2.3050 -0.4554 -0.0808 1.5437
H 2.8935 6.2788 0.3852 -0.4782 -0.4196 0.1159
H 3.2745 5.4583 -2.0990 0.7295 -1.5170 1.3888
H 4.4206 3.2532 -3.4087 -0.6534 0.6809 -0.2587
H 3.5205 1.2360 -2.5028 0.2690 -0.5897 -0.0307
N 2.3609 -4.0501 -0.4251 2.9925 1.9999 -2.8798
C 1.2814 -3.8024 -1.2736 -3.4462 -1.0725 1.5179
N 0.3874 -4.7597 -1.3972 3.2370 -1.5113 0.8507
C -0.7833 -4.4775 -1.9166 -3.1711 0.6297 -1.8455
N -1.8155 -5.2291 -1.7614 -1.5980 -1.0352 0.3375
N -0.9430 -3.3459 -2.7164 1.5105 3.4830 -0.7453
C -0.0630 -2.3584 -2.4680 -0.6945 -3.2891 1.3469
N 0.9571 -2.5458 -1.5748 1.1194 1.7308 -1.3640
C -0.2805 -0.9937 -2.9913 -3.2721 2.1965 -3.2436
C -1.3283 -0.7460 -4.0390 1.4309 -2.8191 -0.6989
C -1.3581 0.5255 -4.6036 -3.1985 -3.8412 -3.5496
C -0.6430 1.4828 -4.1553 4.4964 8.5795 -0.4052
C 0.1491 1.3636 -3.0129 -1.1321 -4.3424 -1.9605
N 0.3729 0.1126 -2.5643 -0.8587 -1.7742 0.7894
H 2.6966 -5.0265 -0.5837 -0.4175 1.1533 0.3147
H 3.1200 -3.3238 -0.8425 -1.5567 -2.5080 1.6795
H -3.9931 2.6312 -7.9331 0.0011 -0.0002 0.0016
H -2.7309 -4.9108 -2.2009 2.1623 0.0862 0.4623
H -1.7930 -1.6143 -4.7210 0.8989 1.8043 2.4008
H -1.7883 0.8550 -5.6067 -0.2163 -1.6519 1.4047
H -0.5024 2.4363 -5.0781 -0.3860 -2.3144 3.7381
H 0.8036 1.8854 -2.4600 1.7422 3.5757 0.8279
C -0.6204 3.1396 -0.0085 -1.2931 -4.6434 -3.1080
C -1.5565 2.0287 0.6552 1.7084 -4.0159 -0.6052
C -2.6859 1.4505 -0.3447 1.7464 2.8374 -0.7162
C -2.2712 2.8687 1.6556 -0.1924 -2.9210 6.5690
C -0.7948 0.6532 1.0938 2.2441 1.9719 1.6521
H 0.1009 2.6857 -0.8051 -1.7371 0.6157 0.9397
H 0.0879 3.4531 0.6748 0.3871 1.9938 1.7250
H -1.5899 3.4442 -0.4222 1.4251 2.6805 -0.6135
H -2.5870 0.4360 -0.7898 -1.0618 -0.1743 1.8900
H -2.1065 1.7507 -1.2923 -1.9639 1.2903 0.3104
H -3.6592 2.0077 0.0964 1.5913 -1.9349 -2.3529
H -3.0841 3.4697 1.4919 -1.6326 2.1669 -2.0318
H -1.7068 3.4098 2.4992 0.0351 -0.7030 -1.6131
H -2.9302 2.1700 2.3745 1.4730 0.5794 -1.2461
H 0.2326 1.0334 1.8396 -3.3824 -1.7963 -2.4110
O 5.5493 -0.1841 -2.1478 -0.4340 -2.4006 -0.0527
Cl 4.6009 -1.2673 -1.8387 -0.0828 2.6505 -2.0837
O 4.2451 -1.1494 -0.4812 -0.2634 -0.0297 3.3288
O 4.9925 -2.6058 -2.0809 1.4274 -0.6663 -0.6180
O 3.3688 -1.0229 -2.5742 -0.0606 0.1266 -0.6397
C 0.9584 -4.6376 2.9738 -1.2802 -2.1566 -0.1875
C -0.3926 -4.7313 2.4683 1.2553 -1.4426 1.3466
C -1.0480 -3.5600 2.1843 0.7514 -0.3514 -0.5731
C -0.5102 -2.3003 1.9725 3.0625 0.1298 -0.3401
C 0.8922 -2.2952 2.2695 -1.6677 0.7227 0.4529
C 1.4521 -3.4157 2.8597 5.2632 4.4325 2.8211
Si -1.3705 -1.0954 0.7464 1.4205 2.1841 2.7039
C -3.1531 -1.2975 1.1478 -0.4326 1.2169 1.1688
C -3.8743 -0.7617 2.2496 0.0083 -2.9920 -3.2942
C -5.1626 -1.2197 2.4074 -0.5342 -0.2120 0.9540
C -5.7922 -2.1028 1.5606 2.5569 0.0503 -3.1870
C -5.1240 -2.4429 0.3281 -2.7197 -0.4051 1.0371
C -3.8407 -2.0177 0.2359 -0.3098 -1.1970 -3.1324
H 1.6779 -5.3607 3.4439 -1.5349 0.0868 -0.6551
H -0.9464 -5.7003 2.3669 0.6445 1.0112 0.2737
H -2.0303 -3.6463 1.9296 -2.8142 -0.4983 -0.7089
H 1.5293 -1.4057 2.3200 -0.4762 -0.0498 -0.4334
H 2.5333 -3.0047 3.5817 -2.9080 -1.8939 -2.5270
H -1.1077 -2.0038 -0.4209 -0.4620 0.6883 -0.0625
H -3.3300 -0.2034 2.8914 1.1964 1.9818 2.2500
H -5.7387 -1.0056 3.2824 -0.0933 0.5430 0.6673
H -6.7177 -2.4812 1.7878 -2.2192 -0.7117 0.5000
H -5.5728 -2.9969 -0.5801 0.4781 0.7776 1.9468
H -3.4417 -2.2781 -0.7536 0.7788 0.0740 0.5397
```
Positions in Å, forces in eV/Å.

Output
HOMO (spin up / spin down), eV: -1.192 / -0.470
Net charge: -2
HOMO-LUMO gap (spin up / spin down), Eh: 0.1994 / 0.1704
Energy relative to the best compared isomer or geometry (same formula, charge and spin), kcal per mole: 407.55

=====

ORCA calculation (ωB97M-V/def2-TZVPD) on 12 unconnected molecules or ions with the total composition C30H58F2N4O34S6.

Geometry as XYZ:
```
134
Properties=species:S:1:pos:R:3:forces:R:3
O 8.4702 -11.8270 4.3843 0.7543 2.9955 1.3453
C 8.9782 -10.8268 4.9039 -1.0674 -2.9025 -1.4573
O 8.5109 -9.6041 5.0229 -1.3871 1.0584 -0.4387
C 9.5474 -8.7272 5.4507 0.7360 0.1668 0.6930
C 10.5552 -9.6800 6.0762 -1.3873 0.7995 -1.1351
F 10.2672 -9.8743 7.3744 0.3018 0.2454 1.2233
O 10.1790 -10.8598 5.4438 2.8673 -1.7049 0.0343
H 10.0188 -8.2308 4.6025 -0.3975 0.1182 -0.1193
H 9.2236 -8.0384 6.2310 -0.4555 0.1299 -0.3799
H 11.5726 -9.3239 5.9145 0.2665 -0.8146 0.1668
O 7.5578 -8.3362 12.8469 0.2951 -0.5122 -1.1040
C 8.1304 -8.4159 11.7951 0.0529 0.3115 1.7734
O 9.1665 -9.2340 11.5179 0.2373 -1.0030 0.9472
C 9.8394 -8.6911 10.4213 2.0778 -0.1658 -0.2795
C 8.8107 -7.9838 9.6974 -1.4189 1.3975 0.0877
F 8.0299 -8.7394 8.8948 0.0981 -0.4457 -0.8469
O 7.9427 -7.6012 10.7624 -0.3204 1.1283 -0.9050
H 10.5222 -7.9076 10.7500 0.2287 0.0935 0.3688
H 10.4592 -9.3388 9.8013 -0.4691 -0.7320 0.3196
H 9.2305 -7.1076 9.2032 -0.6426 0.0398 -0.4024
O 11.8699 -5.8152 8.3852 -1.9233 1.9618 -3.0860
S 11.1768 -5.1088 7.2681 0.8326 -1.1119 0.8814
O 9.7514 -5.4219 7.0238 3.6193 1.1643 0.3622
O 11.5604 -3.5049 7.4037 -0.3986 -1.2584 0.5327
C 12.1425 -2.9436 6.2031 -1.1555 -0.9807 -0.5852
C 12.8494 -4.1397 5.5582 0.0369 0.4655 0.0530
O 12.0367 -5.2696 5.8241 -1.3486 -0.5606 1.8957
H 11.2699 -2.6461 5.6215 0.3368 0.4481 -0.3100
H 12.8152 -2.1195 6.4405 -0.2482 -0.1742 0.2281
H 13.8392 -4.1985 6.0108 0.1003 -0.5404 -0.0239
H 12.9055 -4.1379 4.4697 0.1550 0.4884 0.1010
O 14.4715 -13.3337 1.1358 -2.5474 0.3645 1.3429
S 13.1397 -13.1158 1.7193 2.6710 0.0815 2.4920
O 12.0025 -13.2291 0.8632 0.4988 0.4100 1.2293
O 12.9328 -14.0101 3.1367 -0.2944 -0.6649 -2.4874
C 13.6451 -13.4781 4.2267 -0.1288 0.0771 0.3810
C 13.8019 -11.9978 3.9569 0.4281 0.1515 -0.5075
O 13.1883 -11.7446 2.6729 -0.4636 -0.4015 -1.5332
H 13.0366 -13.5956 5.1234 -0.0883 -0.4145 -0.1507
H 14.6215 -13.9412 4.3693 -0.0922 -0.2938 -0.1937
H 14.8656 -11.7716 3.8827 -0.1305 0.4158 0.0328
H 13.3178 -11.4142 4.7400 0.0267 0.2835 -0.5729
O 6.9665 -6.7462 7.0007 -2.4147 1.2476 2.5515
S 6.0271 -6.0572 7.9221 -1.7142 0.1365 -2.1606
O 6.5126 -5.3085 9.0490 -0.4739 -1.2711 -1.2851
O 5.0385 -5.0690 7.0333 1.7736 0.6086 0.7713
C 3.8609 -5.7097 6.5751 0.4164 -1.3236 0.4010
C 3.4727 -6.6139 7.7434 -1.4224 0.0524 -1.0389
O 4.6701 -7.0063 8.3009 3.7595 -0.1831 1.3882
H 3.1069 -4.9613 6.3310 0.3285 -0.1573 -0.2265
H 4.1796 -6.4066 5.8000 -0.4659 0.4287 -0.7347
H 3.0192 -7.5492 7.4153 -0.2019 0.1352 -0.3323
H 2.7508 -6.1478 8.4142 0.5166 0.2327 0.5560
O 10.8375 -13.8579 7.8424 2.2089 0.7783 0.4514
S 11.7280 -13.0857 8.6846 -2.0404 1.2868 1.4537
O 11.1003 -11.8871 9.2874 2.3712 -2.6350 -1.2139
O 12.3535 -14.0751 9.8565 0.6115 1.6504 -2.0735
C 13.7106 -14.4547 9.4355 -0.7783 -0.4736 0.3858
C 14.2668 -13.4343 8.4132 1.1163 -1.2445 2.2455
O 13.2365 -12.6484 7.9960 -3.6154 0.5760 -0.4270
H 14.3096 -14.3880 10.3437 -0.0996 -0.5431 -0.1366
H 13.6191 -15.4546 9.0112 0.2401 -0.0262 0.2485
H 14.8159 -13.9596 7.6318 -0.2574 0.2266 -0.2772
H 14.9472 -12.8519 9.0344 0.2789 0.5037 -0.6324
O 12.8708 -8.7669 8.1643 2.8020 -1.3515 3.1024
S 13.9455 -9.2353 9.0754 0.9456 1.5440 -0.5565
O 15.1415 -9.8664 8.5294 -2.3676 -0.2658 0.5259
O 14.6403 -8.0376 9.9822 -0.7428 -0.5256 -0.7596
C 14.9600 -8.5529 11.2982 -0.5201 1.4162 -0.2324
C 13.7903 -9.4507 11.6296 0.7222 1.1905 1.1986
O 13.3501 -9.9721 10.4214 -0.5607 -1.1352 -2.5771
H 15.9276 -9.0418 11.4115 0.0543 0.0536 -0.6634
H 14.9146 -7.6350 11.8843 0.3309 -0.2916 0.3437
H 13.0085 -8.8355 12.0750 -0.2601 -0.2706 -0.0195
H 14.1432 -10.1876 12.3511 -0.4584 -0.4710 -0.3389
O 9.1631 -8.3949 2.1408 -1.7757 -1.7110 -1.9717
S 8.4836 -9.2422 1.1461 0.4240 -0.7560 -0.1313
O 7.8947 -8.6684 -0.0638 1.1472 -0.8619 2.3896
O 9.5318 -10.4630 0.7317 -0.6361 2.3312 -0.2731
C 8.9761 -11.7153 0.9944 0.3668 -2.6266 1.5375
C 7.4935 -11.5597 1.2275 0.1640 0.0046 -0.4126
O 7.4208 -10.2957 1.8544 0.6440 3.0894 -0.4273
H 9.2347 -12.4651 0.2467 -0.1097 0.5068 -0.4781
H 9.3989 -12.1263 1.9112 0.3100 0.2918 0.1991
H 7.0141 -12.1687 1.9939 0.3698 -0.6259 -0.4800
H 7.0326 -11.6082 0.2409 -0.7844 0.3532 0.2168
C 15.6157 -7.4184 6.1995 1.1609 0.3683 0.4179
N 15.3154 -7.3582 4.8056 0.1259 0.5568 -0.5016
C 14.3942 -8.1729 4.3137 -3.3491 -2.4721 -1.2132
C 13.8614 -7.9038 2.8772 0.8078 0.6333 0.7281
O 13.8563 -9.1180 4.9395 1.4577 1.6589 -0.3488
H 16.1351 -8.3493 6.4273 -0.6012 -0.1758 0.2615
H 14.7169 -7.2281 6.7862 0.1738 -0.2979 0.2801
H 16.3777 -6.6596 6.3776 -0.2033 0.2363 0.2584
H 15.4918 -6.4973 4.3077 0.0515 -0.2985 0.0103
H 12.8000 -8.1275 2.7706 0.1664 -0.1678 0.3462
H 14.4099 -8.4673 2.1224 0.0630 -0.0787 0.1455
H 14.0063 -6.8416 2.6799 -0.0379 0.1032 -0.3618
C 5.7700 -8.1660 3.6232 -0.3454 0.2251 0.9439
N 5.7087 -8.7457 4.9831 0.9210 1.0855 -0.5382
C 5.1188 -9.8960 5.2620 -3.2848 -2.4297 -2.4166
C 5.2008 -10.4281 6.6709 0.4500 0.2496 0.0848
O 4.3959 -10.4978 4.3861 1.9159 1.3460 2.2891
H 5.2121 -8.8089 2.9423 0.4004 0.0015 0.0511
H 6.8008 -7.9506 3.3419 0.0357 -0.5591 -0.1125
H 5.3005 -7.1825 3.6444 -0.2992 0.0449 -0.0059
H 6.3747 -8.3880 5.6528 -0.1442 0.0461 -0.0204
H 4.2263 -10.5292 7.1487 -0.1661 0.2700 -0.2985
H 5.8150 -9.7598 7.2744 0.0997 -0.1828 0.2362
H 5.6045 -11.4406 6.6682 0.2404 0.3280 -0.0107
C 8.0009 -12.2768 8.1274 0.0333 -0.0950 1.0294
N 8.0129 -13.4854 9.0147 -0.2150 2.2555 -4.0111
C 7.9805 -13.3796 10.3134 0.5511 0.8822 1.7401
C 7.9339 -11.9924 10.9731 0.3035 -0.3494 0.8506
O 8.1261 -14.3659 10.9923 -0.1326 -1.4664 1.4791
H 8.8539 -11.6129 8.2679 0.6316 -0.6301 -0.1389
H 7.2287 -11.5811 8.4556 -0.6848 -0.4564 -0.3677
H 7.9287 -12.5662 7.0790 -0.1803 -0.0283 0.1783
H 8.2351 -14.3575 8.5563 -0.0275 -0.0781 0.3907
H 8.6758 -11.2939 10.5861 -0.4572 -0.0643 -0.4294
H 8.2438 -12.1420 12.0073 0.2380 -0.3820 -0.0281
H 6.9565 -11.5451 11.1537 -0.1886 0.0799 -0.8757
C 5.1888 -13.5380 5.3485 -0.7756 -0.6232 0.6192
N 4.9423 -14.6177 6.3176 -0.7156 0.4242 0.7885
C 5.8719 -15.4578 6.8290 -1.5411 -0.3564 -0.4205
C 5.4553 -16.2783 8.0127 0.0163 0.0336 0.8738
O 6.9245 -15.6319 6.2961 2.6328 0.0886 -0.5462
H 4.9859 -13.9181 4.3473 0.6386 0.2991 -0.1887
H 6.1741 -13.1126 5.5394 0.1636 -0.4761 -0.6016
H 4.4965 -12.7150 5.5258 -0.1936 -0.2814 -0.0620
H 4.0174 -14.8498 6.6506 -0.0399 0.7659 -0.1976
H 6.2042 -16.1366 8.7919 0.1653 0.0168 -0.0208
H 5.4649 -17.3430 7.7796 -0.1494 0.1016 -0.1364
H 4.5187 -15.9658 8.4746 -0.1709 -0.1610 -0.2300
```
Positions in Å, forces in eV/Å.

Output
HOMO, eV: -8.561
HOMO-LUMO gap, Eh: 0.3081

=====

ORCA calculation (ωB97M-V/def2-TZVPD) on a molecular structure, C6H8CuMgO6.

Geometry as XYZ:
```
22
Properties=species:S:1:pos:R:3:forces:R:3
O -2.3143 1.6831 1.1614 -0.6697 0.0963 1.0555
C -1.8069 0.4894 1.0268 1.0167 2.0126 -1.3765
C -2.3295 2.4055 -0.0904 0.2925 -1.2913 -0.1164
O -1.6162 -0.2578 1.9900 -0.8123 -1.6981 0.5266
O -1.3737 0.2412 -0.1708 0.5229 1.7158 -0.8541
C -1.0291 1.9806 -0.7765 -2.7769 2.2191 0.6588
H -2.3270 3.4716 0.1520 -0.0899 -0.2214 -0.1255
H -3.1919 2.0796 -0.6812 -0.0628 0.2977 0.3366
H -0.2545 2.6206 -0.3373 0.5055 -1.4909 -0.0593
H -1.1868 2.1693 -1.8445 0.7581 -1.0995 0.2023
O 1.9713 -0.6023 -0.9110 0.5249 -0.8887 -0.2521
C 1.7875 0.7757 -0.7343 -0.6583 1.3265 0.0663
C 2.4829 -1.3668 0.1779 0.3265 0.3166 0.2856
O 0.8461 1.1378 -1.4886 1.1436 -1.2653 -0.0362
O 0.2497 -2.2585 0.2663 -1.5453 -0.6680 1.3326
C 1.6021 -2.6028 0.3105 1.2832 -0.7576 -0.2633
H 2.4374 -0.7536 1.0900 0.0605 -0.1079 -0.2389
H 3.5280 -1.6486 -0.0162 -0.3040 0.0116 0.0825
H 1.8721 -3.1260 1.2442 -0.0930 0.1161 -0.2780
H 1.8089 -3.2848 -0.5340 0.0063 0.1527 0.3414
Cu 0.0284 -1.0476 -1.2648 -0.3830 0.3769 -0.9868
Mg -1.1845 -2.1058 1.4307 0.9546 0.8467 -0.3012
```
Positions in Å, forces in eV/Å.

Output
HOMO, eV: -10.556
Net charge: +1
HOMO-LUMO gap, Eh: 0.1682
Energy relative to the best compared isomer or geometry (same formula, charge and spin), kcal per mole: 78.92

=====

no.,strongest force on any atom (eV/Å),E_tot (eV)
1,3.0,-15042.3979
2,9.7,-80293.7948
3,4.7,-178064.6793
4,3.6,-68710.9504